Entry 1:
{"formula": "C3H38O17S", "method": "the ωB97M-V functional and the def2-TZVPD basis", "elements": ["O", "C", "C", "C", "S", "H", "H", "H", "H", "H", "H", "H", "H", "O", "H", "H", "O", "H", "H", "O", "H", "H", "O", "H", "H", "O", "H", "H", "O", "H", "H", "O", "H", "H", "O", "H", "H", "O", "H", "H", "O", "H", "H", "O", "H", "H", "O", "H", "H", "O", "H", "H", "O", "H", "H", "O", "H", "H", "O"], "xyz": [[-0.72825, 0.94942, 0.87401], [0.45751, 0.72619, 0.74185], [0.95603, -0.27791, -0.22978], [0.16236, -0.38600, -1.50741], [0.70867, 0.81691, -2.82425], [1.23515, 1.41969, 1.23195], [1.03178, -1.36305, 0.13612], [1.99676, -0.08628, -0.55135], [0.06001, -1.34610, -1.96668], [-0.93942, -0.28362, -1.17262], [-0.14093, 0.58141, -3.80865], [2.50187, 3.21385, -1.20053], [2.46629, 3.92888, -2.65217], [2.96692, 3.74469, -1.86311], [3.11917, -3.26433, -0.56683], [3.54965, -2.44860, -1.80978], [3.55954, -2.45022, -0.83409], [1.35289, -4.09838, 2.05944], [-0.00482, -4.06043, 2.68507], [0.51668, -4.62825, 2.10124], [-3.59628, 0.97945, 0.54445], [-4.29823, 1.78902, -0.51314], [-4.42522, 1.50674, 0.40009], [2.84037, 2.32708, 2.55604], [3.17268, 1.23767, 1.68701], [2.93679, 1.34501, 2.62640], [-4.02523, -1.40193, -1.05991], [-4.87655, -0.36833, -0.38804], [-4.63820, -0.67230, -1.27052], [-1.82081, 2.43952, 1.69750], [-3.16841, 2.94278, 1.64221], [-2.25803, 3.31734, 1.62121], [-2.34234, -2.69133, -2.12489], [-2.87191, -2.61098, -3.44148], [-2.26871, -2.06094, -2.85525], [0.51054, 4.21192, 1.57275], [0.40083, 3.49394, 0.25423], [1.03789, 3.59999, 0.97481], [1.63222, 0.11233, 3.15717], [0.20273, -0.22733, 3.82161], [0.82080, -0.47492, 3.12322], [-1.16742, -1.52507, 0.87271], [-0.68063, -2.86429, 1.40091], [-0.87010, -2.40564, 0.59124], [4.05620, 2.40156, -0.63885], [4.68746, 1.05427, -0.75519], [4.02429, 1.52076, -0.25751], [0.81478, -5.09552, -0.69394], [-0.48471, -4.49451, -0.48301], [0.11121, -4.70584, -1.21112], [-3.27538, 0.96943, -3.24299], [-4.24766, 0.53261, -2.12578], [-3.86833, 1.36005, -2.59746], [2.08499, -1.89931, 3.63439], [2.56948, -1.76710, 2.30556], [2.50672, -2.49194, 2.94084], [-1.74028, 3.34253, -0.16246], [-1.30201, 3.11009, -1.64891], [-1.01144, 3.47533, -0.79636]], "forces_ev_per_a": [[-0.29, -0.31, 0.42], [0.71, 1.40, 0.06], [2.18, -2.21, -1.27], [-3.39, 0.57, 0.01], [0.38, 0.06, 1.28], [-1.39, -1.21, -0.53], [-0.31, 1.75, 0.11], [-0.20, 0.31, 0.67], [0.92, -0.78, -0.09], [1.42, 0.70, -0.89], [-0.51, -0.41, -0.13], [-0.75, 0.44, -0.80], [-0.67, -0.35, 0.06], [1.19, -0.01, 0.82], [0.02, 0.05, -0.17], [-0.10, -0.10, 0.69], [0.04, 0.09, -0.52], [-0.61, -0.53, 0.21], [0.07, -0.46, 0.23], [0.64, 1.00, -0.11], [-0.92, 0.76, -0.08], [-0.02, 0.33, -0.39], [1.25, -0.86, 0.58], [-0.22, -0.83, 0.80], [0.41, -0.70, 0.02], [0.19, 1.45, -0.80], [-0.19, 0.40, -0.68], [-0.45, 0.50, 0.09], [0.12, -1.69, 0.90], [0.76, 0.69, -0.10], [0.17, 1.03, -0.14], [-0.94, -1.76, 0.28], [0.84, 0.33, 0.61], [1.04, 1.46, 0.17], [-1.81, -1.85, -0.75], [1.15, -1.06, -0.96], [-0.27, -0.15, -0.57], [-0.66, 1.38, 1.60], [-1.25, -0.05, 0.13], [0.35, 0.32, -0.11], [0.70, 0.35, 0.28], [0.16, -0.14, -0.13], [0.27, -0.43, 0.45], [-0.82, 0.55, -0.41], [0.05, 0.33, -0.14], [0.36, -0.55, -0.19], [-0.37, 0.18, 0.48], [0.51, -0.36, -0.10], [-0.29, 0.34, -0.16], [-0.18, 0.03, 0.28], [0.16, 0.09, -0.10], [0.81, 1.36, -1.03], [-0.59, -0.87, 0.73], [0.36, -1.57, -0.71], [0.36, -0.49, -0.68], [-0.49, 1.35, 1.03], [0.15, 0.16, -0.02], [0.21, 0.07, 0.46], [-0.33, -0.10, -0.69]], "fmax_ev_per_a": 3.4, "total_charge": 0, "e_homo_ev": -9.12}

=====

Entry 2:
{"formula": "C3H3BaO3", "method": "the ωB97M-V functional and the def2-TZVPD basis", "elements": ["H", "O", "C", "O", "O", "Ba", "H", "C", "C", "H"], "xyz": [[-0.21759, -0.52649, 0.11379], [0.83375, 1.70590, 0.37424], [1.14441, 0.82817, -0.37268], [0.61954, -0.41270, -0.43081], [2.04599, 0.85766, -1.34637], [2.38777, -1.62643, -2.14204], [2.51628, 1.77799, -1.51687], [-2.89063, -0.87724, 1.69643], [-3.10005, -0.68747, 2.90467], [-3.33949, -1.03938, 0.71966]], "forces_ev_per_a": [[0.61, 0.34, 0.04], [0.64, -0.79, -0.98], [-2.18, 1.33, 2.24], [-0.65, -0.54, 0.18], [2.80, 2.60, -1.96], [-0.12, -0.45, -0.05], [-1.65, -2.48, 1.01], [-0.28, -0.14, -1.33], [0.44, 0.10, 0.54], [0.38, 0.03, 0.30]], "fmax_ev_per_a": 4.3, "total_charge": 0, "spin_multiplicity": 2, "de_lowest_ev": 5.830, "e_homo_ev": [-5.98, -5.97]}

=====

Entry 3:
{"formula": "C3H3Br2Cl", "method": "the ωB97M-V functional and the def2-TZVPD basis", "elements": ["C", "C", "C", "Cl", "Br", "Br", "H", "H", "H"], "xyz": [[0.74026, 0.06624, -0.51477], [-0.53963, 0.80657, -0.05074], [-0.20056, -0.84366, 0.21259], [-0.17463, 1.86117, 1.39377], [0.13457, -1.37524, 1.96564], [-1.34574, -2.02363, -0.78914], [1.07439, -0.13287, -1.60395], [1.51102, 0.35605, 0.08330], [-1.19969, 1.28538, -0.69670]], "forces_ev_per_a": [[-1.90, -0.73, -2.54], [3.64, -2.61, 2.19], [-1.65, 2.94, -1.32], [-0.56, -0.58, -1.11], [0.17, -0.32, 0.40], [0.38, 0.24, 0.10], [-1.05, 0.40, 1.83], [2.37, 0.63, 1.40], [-1.38, 0.02, -0.95]], "fmax_ev_per_a": 5.0, "total_charge": 0, "de_lowest_ev": 0.948, "e_homo_ev": -9.63}

=====

Entry 4:
{"formula": "C3H3Br2ClN3", "method": "the ωB97M-V functional and the def2-TZVPD basis", "elements": ["C", "C", "C", "N", "N", "N", "Cl", "Br", "Br", "H", "H", "H"], "xyz": [[-0.61634, 1.44977, 0.11122], [-0.88709, -0.75575, -0.54891], [1.14811, -0.03504, 0.54063], [-1.35375, 0.52554, -0.30926], [0.42851, -1.01997, 0.07186], [0.71209, 1.22382, 0.48876], [0.99924, -2.64998, 0.18978], [-2.16971, -2.07607, 0.09893], [-0.67656, -0.86398, -2.59018], [-1.01534, 2.44753, 0.21470], [2.12849, -0.24283, 0.95469], [1.30235, 1.99694, 0.77778]], "forces_ev_per_a": [[4.35, 2.80, 1.95], [0.77, -0.54, 0.58], [5.03, 1.21, 2.19], [-2.33, -3.09, -1.87], [-3.72, -4.48, -2.27], [-3.99, 1.51, -0.97], [-0.32, 1.89, -0.22], [0.25, 0.48, -0.32], [0.01, 0.07, 1.10], [0.23, 0.19, 0.01], [-0.26, 0.08, -0.20], [-0.02, -0.11, 0.02]], "fmax_ev_per_a": 6.3, "total_charge": 1, "spin_multiplicity": 3, "e_homo_ev": [-11.06, -14.71]}

=====

Entry 5:
{"formula": "C3H3Br2F", "method": "the ωB97M-V functional and the def2-TZVPD basis", "elements": ["C", "C", "C", "F", "Br", "Br", "H", "H", "H"], "xyz": [[-0.22000, -0.12501, -0.32781], [-0.02636, -0.59116, 1.02694], [-1.75382, 0.07351, -0.30724], [-0.01197, -1.81529, 1.29060], [-2.85621, -1.43414, -0.15765], [-2.46274, 1.74961, 0.21549], [0.17609, 0.84629, -0.58202], [0.20137, -0.91534, -0.92232], [-0.47111, 0.06091, 1.79178]], "forces_ev_per_a": [[-1.17, 0.23, -0.59], [-0.86, 5.34, 0.99], [1.13, -0.69, -0.18], [0.05, -4.02, 0.59], [-0.07, 0.11, 0.00], [0.28, -0.48, -0.04], [0.59, 0.10, 0.17], [-0.42, -0.13, -1.18], [0.47, -0.46, 0.25]], "fmax_ev_per_a": 5.5, "total_charge": 0, "de_lowest_ev": 2.477, "e_homo_ev": [-7.93, -7.98]}

=====

Entry 6:
{"formula": "C3H3Br2N", "method": "the ωB97M-V functional and the def2-TZVPD basis", "elements": ["C", "C", "C", "N", "Br", "Br", "H", "H", "H"], "xyz": [[-0.23058, 0.05110, 1.71137], [-0.47222, 0.18707, 0.31479], [0.54135, -1.03202, 0.34050], [0.60719, -0.89612, 1.77353], [-0.88551, 1.12456, 3.08067], [-0.42825, -2.61745, -0.26701], [-1.36687, 0.07367, -0.26664], [0.00090, 1.19387, -0.05173], [1.61592, -1.07411, -0.05664]], "forces_ev_per_a": [[-0.57, 0.08, 2.10], [2.54, 2.16, -3.56], [0.84, -0.07, -1.25], [0.06, -0.48, 1.44], [-0.03, 0.04, 0.31], [0.40, -0.10, 0.09], [-0.71, -0.27, 0.46], [-0.64, -1.75, 0.47], [-1.89, 0.40, -0.06]], "fmax_ev_per_a": 4.9, "total_charge": 0, "de_lowest_ev": 1.136, "e_homo_ev": -10.34}

=====

no.,energy (a.u.)
1,-1814.31834
2,-367.07424
3,-5724.26101
4,-5888.14551
5,-5363.86889
6,-5318.83476